No. 1
24
Properties=species:S:1:pos:R:3:forces:R:3 method="wB97M-V/def2-TZVPD" lumo_ev=0.83 smiles=c1ccccc1.c1ccccc1 orbital_gap_ev=8.8 fmax_ev_per_a=5.987 e_above_lowest_ev=5.669
C -1.4694 0.0294 1.6422 0.0114 2.0822 0.6966
C -0.2487 -1.8005 -0.3668 2.7670 -0.7916 4.3368
C 0.0185 -0.8576 -2.5608 1.3750 2.7841 -2.6445
C -1.2681 0.2514 0.2892 1.3116 2.5049 1.4849
C 1.0769 -0.1150 -2.1218 2.4930 -0.5886 2.0426
C 0.4058 1.8450 0.7741 2.4344 3.7377 -3.9939
C -0.6240 0.7388 2.5505 -3.7896 -3.6101 -0.4912
C -0.4682 -1.7740 -1.7071 -0.5349 -0.3934 1.9199
C -0.2372 1.1655 -0.2257 -3.9671 -0.7915 1.8228
C 1.5224 -0.3358 -0.7653 4.3480 -0.9564 -1.2376
C 0.3055 1.4865 2.0544 3.3016 3.6564 1.5901
C 0.8993 -1.1031 0.1940 -0.1615 -0.5266 -2.9211
H 1.6688 0.6761 -2.6147 -0.8254 -0.6507 -0.3372
H -0.3778 -0.4977 -3.5370 -0.0316 -1.3444 0.5950
H 0.9549 2.0910 2.6856 -0.2719 -0.2286 0.4629
H -2.3829 -0.4155 2.0359 0.3496 -0.4289 -0.3065
H 1.0568 2.8637 0.6141 -1.2513 -2.9520 -0.1945
H -0.8743 -2.3273 0.4468 0.8422 0.2627 -2.0866
H -0.0707 0.9939 -1.2787 -0.6827 2.1233 0.5671
H -0.8431 0.8099 3.5641 -0.2008 -0.5459 1.7778
H -1.8216 -0.3277 -0.3524 -1.4572 -0.4288 -1.5291
H 2.6301 -0.0137 -0.5637 -2.3981 0.1415 -0.0306
H -1.1598 -2.4559 -1.9447 -2.9225 -2.1107 -1.6373
H 1.3070 -0.9274 1.1877 -0.7390 -0.9447 0.1137

---

No. 2
24
Properties=species:S:1:pos:R:3:forces:R:3 method="wB97M-V/def2-TZVPD" lumo_ev=0.89 smiles=c1ccccc1.c1ccccc1 orbital_gap_ev=9.5 fmax_ev_per_a=4.916 e_above_lowest_ev=3.798
C -0.6098 -0.3393 -2.0097 0.4148 1.8168 3.1718
C 0.4107 1.3718 -0.5528 -0.6743 2.5420 1.5367
C -1.4919 -0.6864 2.3112 2.6548 -0.1434 -1.3837
C -0.0505 0.4071 -2.9658 -0.7178 -0.0590 -4.8627
C 0.1348 -2.1298 1.2903 1.7113 -3.6495 1.0317
C 0.6993 1.5617 -2.8540 2.7060 -0.7563 -3.0795
C -1.1624 -1.9706 1.8429 -0.0492 0.6408 0.4838
C -0.3796 0.2461 -0.7527 -0.6537 -2.4051 1.9132
C 0.8126 0.1405 1.7888 1.6119 -0.4494 1.2104
C -0.4848 0.3332 2.1858 -1.6676 0.2747 1.1604
C 1.0322 2.0217 -1.5969 -0.1889 2.7120 -2.9058
C 1.1679 -1.1937 1.3870 0.5163 2.0592 -0.0806
H -0.7526 -0.3626 0.1477 0.2180 1.7113 -1.9643
H 0.3557 2.0296 0.3819 0.1859 -1.7191 -1.1300
H 2.2566 -1.3259 1.0903 -1.7380 -0.4568 0.2781
H 1.3009 1.9053 -3.9161 -2.1039 -0.5082 3.2998
H -0.7633 1.3602 2.4456 -0.0904 -0.3833 0.1026
H 0.5036 -3.2545 1.0891 -1.0855 2.6772 0.0440
H 1.5405 1.0645 1.9311 -1.3462 -2.5064 -0.6046
H -1.2808 -1.1575 -2.1307 -0.1019 -0.4969 -0.2418
H 1.4536 3.0971 -1.7972 -0.2707 -2.0426 1.9971
H -0.3710 0.1388 -3.9852 0.6200 0.0113 0.1165
H -2.4487 -0.4279 2.6703 -0.8957 0.1444 0.4555
H -1.8731 -2.8294 1.9993 0.9451 0.9864 -0.5485

---

No. 3
37
Properties=species:S:1:pos:R:3:forces:R:3 method="wB97M-V/def2-TZVPD" lumo_ev="-6.95 / -6.74" orbital_gap_ev="5.4 / 5.6" spin_multiplicity=2 fmax_ev_per_a=1.213 s_squared=0.759 e_above_lowest_ev=0.000 charge=+1
Pt 0.0093 0.0188 0.3002 0.1413 -0.0334 -0.6246
F 1.1244 0.0222 3.0069 0.2466 -0.0144 -0.7804
F -1.1270 0.0312 3.0164 -0.1714 -0.0052 -0.6673
N 1.4299 -0.0673 -2.3102 0.1127 0.0190 -0.2234
N 1.7382 0.0250 -1.0042 -0.2175 0.0861 0.7595
N -0.8313 1.5734 -1.0054 0.1943 0.5150 1.0806
N -0.7755 1.2296 -2.3088 0.0083 -0.0507 -0.1662
N -0.8538 -1.5560 -0.9909 0.1509 -0.3373 1.0607
N 0.0338 0.0812 -4.3660 0.2309 0.3892 0.1575
N -0.4621 -0.7817 -5.2780 -0.2141 -0.3731 0.0160
N -0.7536 -1.3258 -2.3241 -0.0724 -0.0813 -0.3203
C -1.3507 -2.3469 -2.9733 -0.0499 -0.0530 0.1441
C 0.5271 0.9385 -6.3432 0.0183 0.0288 -0.0385
C -0.1739 -0.2804 -6.4605 0.0642 0.1128 0.0759
C -1.5568 2.6821 -0.8848 -0.0904 -0.0414 -0.2831
C 0.6398 1.1348 -4.9962 -0.0179 -0.0417 -0.0187
C -1.8380 -3.2456 -2.0430 0.0217 0.0269 -0.0316
C -2.0055 3.0729 -2.1433 0.0342 -0.0320 -0.0362
C 2.5741 -0.2305 -3.0005 0.1600 -0.0725 0.1299
C -1.4926 2.1297 -3.0115 -0.1504 0.0818 0.1224
C 3.0569 -0.0708 -0.8590 0.0555 -0.0531 -0.1124
C 3.6346 -0.2326 -2.1145 -0.0687 0.0109 -0.0384
C -1.4955 -2.7085 -0.8077 -0.0264 0.0244 -0.3244
B -0.0034 0.0211 2.3446 -0.2313 0.0182 0.0722
B -0.0393 -0.0488 -2.8630 -0.1124 -0.0794 -0.0371
H -1.7333 3.1331 0.0772 0.0607 -0.0294 0.0237
H 0.8918 1.5736 -7.1321 -0.0038 -0.0082 0.0227
H 3.5203 -0.0241 0.1125 -0.0569 0.0124 0.0211
H -1.6065 2.0449 -4.0780 0.0430 -0.0546 -0.0079
H -1.6842 -3.0850 0.1836 0.0372 0.0261 0.0160
H -0.4718 -0.7979 -7.3575 -0.0230 -0.0398 0.0219
H 4.6787 -0.3338 -2.3512 -0.0053 -0.0046 0.0244
H -2.6142 3.9234 -2.3937 -0.0021 -0.0118 0.0136
H -1.3820 -2.3487 -4.0479 0.0109 0.0426 -0.0412
H 1.0994 1.9363 -4.4392 -0.0096 -0.0153 -0.0078
H -2.3659 -4.1610 -2.2424 0.0056 0.0101 0.0094
H 2.5721 -0.3437 -4.0704 -0.0728 0.0282 -0.0120

---

Number 1: total energy -12633.2598 eV. Number 2: total energy -12635.1309 eV. Number 3: total energy -34589.5064 eV.